A:
The following is a DFT calculation (ωB97M-V/def2-TZVPD) of a single C6H12N2 molecule.

Element x y z (Å)
C 1.168 1.585 0.625
C 0.528 0.379 -0.167
C 1.536 -0.644 -0.676
N 0.628 -1.725 -0.266
C -0.117 -0.809 0.680
C -1.668 -0.737 0.458
C -1.749 0.586 -0.379
N -0.509 0.831 -1.111
H 0.531 2.008 1.348
H 2.110 1.328 1.078
H 1.403 2.305 -0.169
H 2.478 -0.594 -0.094
H 1.808 -0.659 -1.764
H 1.099 -2.496 0.181
H 0.196 -0.861 1.762
H -1.997 -1.600 -0.224
H -2.229 -0.800 1.373
H -2.066 1.463 0.207
H -2.539 0.408 -1.120
H -0.611 0.033 -1.742

The calculation puts the HOMO energy at -0.3283 Ha. Its SMILES is C[C@@]12CN[C@@H]1CCN2. The LUMO energy comes out at 1.054 eV.

=====

B:
The following is a DFT calculation (ωB97M-V/def2-TZVPD) of a molecular structure, C6H12N2.

Element x y z (Å)
C -1.251 0.452 0.948
C -0.218 0.507 -0.328
C -0.577 -0.562 -1.333
C 0.548 -1.681 0.416
C 1.023 -0.210 0.085
C 0.392 1.780 -0.031
H -2.125 0.919 0.132
H -0.945 1.537 1.721
H -1.290 -0.602 1.352
H 0.045 -0.533 -2.168
H -1.708 -0.670 -1.734
H -0.182 -2.500 -1.067
H -0.004 -1.287 1.399
H 1.295 -2.742 0.544
H 1.854 0.027 -0.793
H 1.943 1.568 0.950
H -0.337 2.597 0.461
H 0.912 2.227 -0.801
N -0.510 -1.847 -0.591
N 1.136 1.019 0.838

The calculation puts the HOMO energy at -0.3136 Ha. The LUMO energy comes out at 0.922 eV.

=====

The winner here is A, beating the second structure by 717.1 kJ/mol.

=====

A:
The following is a DFT calculation (ωB97M-V/def2-TZVPD) of 2 unconnected molecules or ions with the total composition C6H12N2.

Element x y z (Å)
C -1.220 2.912 0.370
C -0.290 1.711 0.236
C 1.042 1.636 -0.317
N 1.447 0.375 -0.082
C 0.452 -0.265 0.724
N -0.544 0.560 0.821
H -1.933 3.087 -0.519
H -0.696 3.802 0.351
H -1.948 2.814 1.164
H 1.486 2.447 -0.976
H 2.159 -0.041 -0.628
H 0.519 -1.368 0.948
C -0.887 -2.649 -0.969
C 0.266 -3.303 -0.316
H -0.742 -2.087 -1.844
H -1.850 -3.194 -1.112
H -1.166 -1.765 -0.461
H -0.059 -3.703 0.711
H 1.228 -2.646 -0.331
H 0.498 -4.148 -0.845

The calculation puts the HOMO energy at -0.2999 Ha. Its SMILES is Cc1c[nH]cn1.CC. The LUMO energy comes out at 0.876 eV.

=====

B:
The following is a DFT calculation (ωB97M-V/def2-TZVPD) of 2 unconnected molecules or ions with the total composition C6H12N2.

Element x y z (Å)
C 0.535 -1.794 0.080
C -0.609 -1.231 0.398
C -1.189 -0.224 1.346
C -1.170 -0.034 -0.184
C -0.486 1.219 -0.902
C -0.522 1.202 -2.443
H 0.849 -2.002 -0.954
H 0.956 -2.557 0.768
H -0.548 0.346 2.071
H -2.148 -0.363 1.784
H -2.227 -0.235 -0.631
H -0.825 2.098 -0.456
H 0.569 1.100 -0.718
H -0.139 0.109 -2.716
H 0.109 1.985 -2.856
H -1.583 1.302 -2.840
H 1.682 -0.675 0.961
N 2.490 -0.343 1.407
N 2.572 0.095 2.526
H 1.684 0.002 3.359

The calculation puts the HOMO energy at -0.3043 Ha. Its SMILES is C=C1C[C@H]1CC.[H]/N=N\[H]. The LUMO energy comes out at 0.791 eV.

=====

C:
The following is a DFT calculation (ωB97M-V/def2-TZVPD) of 2 unconnected molecules or ions with the total composition C6H12N2.

Element x y z (Å)
C -1.962 -0.756 1.632
C -0.719 -0.009 1.295
C -0.646 1.059 0.431
N 0.704 1.389 0.462
C 1.317 0.600 1.362
N 0.484 -0.278 1.874
H -2.444 -0.401 2.547
H -1.747 -1.805 1.858
H -2.697 -0.764 0.829
H -1.222 1.526 -0.320
H 1.156 2.239 0.164
H 2.327 0.777 1.650
C -0.020 -1.357 -2.675
C 0.977 -0.277 -3.015
H -0.905 -1.257 -3.282
H 0.342 -2.384 -2.643
H -0.351 -1.254 -1.640
H 2.044 -0.485 -3.087
H 0.778 0.606 -2.423
H 0.885 0.101 -4.046

The calculation puts the HOMO energy at -0.3179 Ha. Its SMILES is Cc1c[nH]cn1.CC. The LUMO energy comes out at 0.876 eV.

=====

The winner here is C, beating the second structure by 117.1 kJ/mol.

=====

A:
The following is a DFT calculation (ωB97M-V/def2-TZVPD) of a single C6H12N2 molecule.

Element x y z (Å)
C 0.970 0.195 0.162
C 2.405 -0.217 0.102
C 0.709 1.525 0.812
C -1.751 -0.315 1.044
C 0.052 -0.446 -0.687
C -2.211 -0.502 -1.326
N -1.332 -0.276 -0.387
N 0.272 -1.215 -1.714
H 1.250 -1.251 -1.977
H 2.916 0.207 -0.764
H 2.946 0.143 0.991
H 2.501 -1.302 0.038
H -0.309 1.876 0.661
H 1.383 2.274 0.392
H 0.909 1.484 1.887
H -2.506 0.462 1.203
H -2.180 -1.286 1.267
H -0.912 -0.162 1.713
H -3.256 -0.552 -1.086
H -1.855 -0.642 -2.330

The calculation puts the HOMO energy (spin up / spin down) at -0.2610 / -0.2191 Ha. The LUMO energy (spin up / spin down) comes out at 0.644 / -0.387 eV.

=====

B:
The following is a DFT calculation (ωB97M-V/def2-TZVPD) of 2 unconnected molecules or ions with the total composition C6H12N2.

Element x y z (Å)
C -0.291 -0.924 2.525
C 0.552 0.017 1.703
C 1.740 -0.338 1.144
N 2.147 0.759 0.421
C 1.292 1.772 0.769
N 0.274 1.324 1.453
H 0.255 -1.121 3.446
H -0.531 -1.840 1.989
H -1.238 -0.436 2.747
H 2.263 -1.271 1.246
H 2.837 0.730 -0.306
H 1.546 2.793 0.539
C -2.076 0.095 -2.056
C -0.644 -0.433 -2.198
H -2.001 1.182 -2.012
H -2.651 -0.153 -2.934
H -2.646 -0.292 -1.214
H -0.692 -1.371 -2.779
H 0.102 -0.628 -1.437
H -0.237 0.137 -3.044

The calculation puts the HOMO energy at -0.3121 Ha. Its SMILES is Cc1c[nH]cn1.CC. The LUMO energy comes out at 0.886 eV.

=====

The winner here is B, beating the second structure by 231.5 kJ/mol.

=====

A:
The following is a DFT calculation (ωB97M-V/def2-TZVPD) of 2 unconnected molecules or ions with the total composition C6H12N2.

Element x y z (Å)
C 0.843 -1.179 -0.861
C -0.052 -1.814 -1.577
C -1.261 0.646 -0.087
C 1.825 -0.636 -0.206
C -0.538 1.316 1.097
C 2.115 -0.995 1.185
N -2.569 0.516 -0.045
N -3.557 0.094 -0.773
H -1.097 -1.427 -1.547
H 0.163 -2.721 -2.148
H -0.542 0.418 -0.947
H 2.519 0.166 -0.464
H 0.556 1.420 0.787
H -0.644 0.738 2.124
H -0.798 2.340 1.320
H 1.665 -1.958 1.503
H 1.970 -0.233 2.075
H 3.239 -1.012 1.132
H -2.985 0.857 0.888
H -3.189 -0.512 -1.583

The calculation puts the HOMO energy (spin up / spin down) at -0.2741 / -0.2742 Ha. The LUMO energy (spin up / spin down) comes out at 0.861 / 0.861 eV.

=====

B:
The following is a DFT calculation (ωB97M-V/def2-TZVPD) of 2 unconnected molecules or ions with the total composition C6H12N2.

Element x y z (Å)
C 1.467 0.613 0.085
C -0.398 0.324 -0.964
C 1.620 -0.529 0.946
C -1.187 -0.441 -0.086
N 2.438 0.845 -0.896
C -2.860 1.062 0.515
C -0.847 -1.757 0.219
N -1.995 0.214 0.871
H 1.108 1.529 0.540
H 2.797 0.008 -1.335
H 2.191 1.538 -1.588
H -0.707 1.336 -1.205
H 0.086 -0.211 -1.772
H 2.406 -1.228 0.663
H 0.609 -1.248 0.863
H 1.657 -0.269 2.000
H -3.048 1.343 -0.528
H -3.472 1.534 1.278
H -1.424 -2.287 0.965
H -0.442 -2.377 -0.570

The calculation puts the HOMO energy at -0.2737 Ha. The LUMO energy comes out at 1.024 eV.

=====

C:
The following is a DFT calculation (ωB97M-V/def2-TZVPD) of a single C6H12N2 molecule.

Element x y z (Å)
C 1.420 0.533 -0.559
C 0.470 1.509 0.082
N -0.817 0.905 0.505
C -0.536 -0.377 1.420
C 0.684 -1.191 0.812
N 0.798 -0.732 -0.492
C -0.558 -0.895 -1.207
C -1.471 0.305 -0.530
H 2.334 0.558 0.200
H 1.657 0.635 -1.595
H 0.239 2.331 -0.711
H 0.858 1.996 0.990
H -1.493 -0.787 1.456
H -0.194 0.344 2.377
H 1.797 -1.200 0.985
H 0.425 -2.157 0.992
H -0.313 -1.010 -2.375
H -1.022 -1.907 -1.010
H -1.831 0.951 -1.371
H -2.378 -0.274 -0.144

The calculation puts the HOMO energy at -0.2769 Ha. Its SMILES is C1CN2CCN1CC2. The LUMO energy comes out at 1.089 eV.

=====

The winner here is B, beating the second structure by 64.5 kJ/mol.